Version i
{"formula": "C16H22AsAuClO2SSe", "method": "ωB97M-V with the def2-TZVPD basis set", "elements": ["Au", "Cl", "C", "C", "C", "C", "O", "C", "C", "O", "C", "H", "H", "H", "H", "C", "C", "C", "C", "C", "C", "H", "H", "H", "H", "H", "H", "H", "H", "H", "C", "As", "C", "C", "S", "H", "H", "H", "H", "H", "H", "H", "H", "H", "Se"], "coordinates": [[-0.36745, -0.44478, -0.54754], [6.87520, -1.61626, -1.62412], [5.27864, -1.06143, -1.18488], [4.94483, 0.28725, -1.35120], [3.69242, 0.73325, -1.01514], [2.69482, -0.13407, -0.49104], [1.54591, 0.38039, -0.19029], [3.06534, -1.49838, -0.32242], [2.19924, -2.51344, 0.26463], [1.10198, -2.35875, 0.76327], [4.35107, -1.93467, -0.68490], [5.67918, 0.97093, -1.75889], [3.40275, 1.76793, -1.16239], [2.64841, -3.52924, 0.23584], [4.60611, -2.98068, -0.55434], [-4.56275, -3.78014, -1.34287], [-4.63939, -2.29514, -0.96406], [-5.39979, -2.15022, 0.36228], [-5.39301, -1.53093, -2.06254], [-3.28595, -1.74121, -0.82009], [-2.17360, -1.27799, -0.69750], [-5.56963, -4.19856, -1.43966], [-4.02064, -4.34356, -0.58246], [-4.03963, -3.90556, -2.29200], [-6.40218, -2.58092, 0.27611], [-5.49254, -1.09763, 0.63348], [-4.86630, -2.65979, 1.16570], [-6.39818, -1.94498, -2.19159], [-4.85960, -1.60210, -3.01118], [-5.47841, -0.47496, -1.80372], [-0.04933, 2.69186, 1.67822], [1.62748, 3.54704, 1.26018], [1.66324, 5.05296, 2.48651], [2.97036, 2.33950, 1.96253], [1.90733, 4.15444, -0.70277], [-0.16729, 2.65896, 2.76265], [-0.04683, 1.68910, 1.26103], [-0.85496, 3.25813, 1.21702], [1.61941, 4.71257, 3.52160], [0.80648, 5.68539, 2.26139], [2.57454, 5.61939, 2.30971], [3.05300, 2.48021, 3.04013], [3.92320, 2.55392, 1.48449], [2.66606, 1.32098, 1.72763], [-0.82955, 1.75119, -1.87685]], "lumo_energy_ev": [2.75, 1.97], "s_squared": 2.011, "orbital_gap_ev": [6.932, 6.576], "homo_energy_ev": [-4.18, -4.61], "total_charge": -1, "spin_multiplicity": 3}



Version ii
{"formula": "C16H22AsAuClO2SSe", "method": "ωB97M-V with the def2-TZVPD basis set", "elements": ["Au", "Cl", "C", "C", "C", "C", "O", "C", "C", "O", "C", "H", "H", "H", "H", "C", "C", "C", "C", "C", "C", "H", "H", "H", "H", "H", "H", "H", "H", "H", "C", "As", "C", "C", "S", "H", "H", "H", "H", "H", "H", "H", "H", "H", "Se"], "coordinates": [[0.99160, 0.87352, -0.08088], [-0.61809, 7.61530, -2.67728], [-0.27778, 6.18279, -1.72760], [0.57582, 6.27707, -0.62143], [0.86919, 5.16441, 0.11995], [0.31578, 3.88212, -0.17634], [0.63527, 2.89150, 0.58406], [-0.56788, 3.82937, -1.29131], [-1.23114, 2.60387, -1.71769], [-1.21760, 1.54024, -1.13199], [-0.83570, 4.97852, -2.05240], [1.00519, 7.23723, -0.36341], [1.53363, 5.22318, 0.97226], [-1.79042, 2.68983, -2.67129], [-1.50934, 4.90141, -2.89877], [3.11512, -3.94815, -1.45855], [1.64253, -3.61061, -1.19596], [1.14874, -4.38117, 0.03674], [0.78871, -3.99725, -2.40972], [1.49819, -2.16976, -0.93316], [1.28103, -1.01254, -0.65759], [3.23689, -5.02353, -1.62034], [3.73122, -3.64952, -0.60933], [3.47721, -3.41834, -2.34079], [1.27353, -5.45814, -0.11400], [0.09230, -4.16914, 0.21128], [1.71239, -4.08416, 0.92291], [0.80408, -5.08166, -2.55685], [1.17026, -3.51799, -3.31299], [-0.24131, -3.67169, -2.26115], [-0.23351, -1.46411, 2.51106], [-1.84159, -0.84048, 1.64518], [-3.14560, -1.42591, 2.96658], [-1.96109, 1.06603, 1.94900], [-2.42362, -1.76108, -0.13682], [-0.27042, -1.14504, 3.55295], [0.66596, -1.08857, 2.03096], [-0.26196, -2.55084, 2.44633], [-2.88643, -1.08917, 3.97167], [-3.19108, -2.51210, 2.92726], [-4.11609, -1.02509, 2.67823], [-2.07444, 1.19098, 3.02583], [-2.84707, 1.42294, 1.42749], [-1.08795, 1.60685, 1.59217], [3.06549, 0.91885, 1.44573]], "lumo_energy_ev": [2.72, 1.73], "s_squared": 2.010, "orbital_gap_ev": [6.914, 6.594], "homo_energy_ev": [-4.20, -4.87], "total_charge": -1, "spin_multiplicity": 3}



Most favorable first, least favorable last: version i, version ii



Version i
{"formula": "C3H7IN", "method": "ωB97M-V with the def2-TZVPD basis set", "elements": ["C", "C", "C", "N", "I", "H", "H", "H", "H", "H", "H", "H"], "coordinates": [[-1.18158, -0.35347, 1.05667], [0.19731, 0.16703, 1.19665], [-0.67609, 0.63200, 0.14454], [-0.80964, 1.28083, -0.93452], [3.22602, -1.24456, -1.80605], [-1.41576, -1.33985, 0.49931], [-1.93931, -0.26846, 1.71450], [0.09331, 1.05917, 1.87001], [1.16444, -0.38512, 1.40579], [3.12998, -2.72475, -2.60441], [-1.74536, 1.52638, -1.10450], [-0.04332, 1.65081, -1.43800]], "lumo_energy_ev": -4.84, "orbital_gap_ev": 8.135, "homo_energy_ev": -12.98, "total_charge": 1, "spin_multiplicity": 1}



Version ii
{"formula": "C3H7IN", "method": "ωB97M-V with the def2-TZVPD basis set", "elements": ["C", "C", "C", "N", "I", "H", "H", "H", "H", "H", "H", "H"], "coordinates": [[0.79080, -0.05857, 1.47920], [-2.27047, 0.96878, -0.53340], [2.03853, -0.95394, -0.44726], [1.56540, -0.30725, 0.68029], [-2.15359, -0.69590, 0.73623], [0.45543, 0.62006, 2.21626], [-1.32215, 1.22523, -0.93468], [-2.69372, 1.74964, 0.14905], [2.04057, -2.10722, -0.23712], [1.42686, -0.65997, -1.30603], [3.11083, -0.77027, -0.48802], [-2.98848, 0.98942, -1.31452]], "lumo_energy_ev": -5.12, "orbital_gap_ev": 8.361, "homo_energy_ev": -13.48, "total_charge": 1, "spin_multiplicity": 1}



Most favorable first, least favorable last: version ii, version i



Version i
{"formula": "C27H36N3O", "method": "ωB97M-V with the def2-TZVPD basis set", "elements": ["C", "N", "C", "O", "C", "C", "C", "C", "C", "C", "C", "C", "N", "C", "C", "C", "C", "C", "C", "C", "C", "C", "C", "C", "C", "H", "H", "H", "H", "H", "H", "H", "H", "H", "H", "H", "H", "H", "H", "H", "H", "H", "H", "H", "H", "H", "H", "H", "H", "H", "C", "C", "C", "N", "C", "C", "H", "H", "H", "H", "H", "H", "H", "H", "H", "H", "H"], "coordinates": [[2.01775, 5.29296, 0.39783], [1.74669, 3.88594, 0.20839], [2.74451, 3.00344, -0.08711], [3.92895, 3.29379, -0.23979], [2.11483, 1.61127, -0.18948], [2.67745, 0.65271, 0.86267], [4.16018, 0.39195, 0.69234], [5.05358, 0.74257, 1.70987], [6.42557, 0.55602, 1.53243], [6.90293, 0.00327, 0.33634], [6.00676, -0.36728, -0.67455], [4.63262, -0.17967, -0.49222], [0.68781, 1.90245, -0.01464], [-0.25185, 0.93624, -0.07920], [-1.61443, 1.17002, 0.10124], [-2.64379, 0.23161, 0.09088], [-4.02980, 0.57308, 0.28495], [-5.03521, -0.43428, 0.26416], [-6.37867, -0.12112, 0.44809], [-6.77577, 1.20953, 0.66256], [-5.80715, 2.22179, 0.69116], [-4.46086, 1.91621, 0.50674], [0.40340, 3.32398, 0.24689], [-0.18231, 3.54007, 1.65064], [-0.42993, 3.95527, -0.87815], [3.09568, 5.45796, 0.32188], [1.50818, 5.89822, -0.36274], [1.67220, 5.62328, 1.38534], [2.30419, 1.21516, -1.20702], [2.48963, 1.09413, 1.85498], [2.11017, -0.28866, 0.79689], [4.65412, 1.18763, 2.62461], [7.11366, 0.84961, 2.32786], [7.97500, -0.14045, 0.19440], [6.36791, -0.80022, -1.60965], [3.91484, -0.46098, -1.26770], [0.12147, -0.06992, -0.29051], [-1.90192, 2.20332, 0.27536], [-2.39830, -0.82207, -0.06403], [-4.72262, -1.46716, 0.09942], [-7.12975, -0.91282, 0.42606], [-7.82856, 1.45775, 0.80647], [-6.09964, 3.26056, 0.85809], [-3.73200, 2.72807, 0.53512], [0.52378, 3.14202, 2.39476], [-0.33194, 4.61253, 1.82625], [-1.13522, 3.02475, 1.77936], [0.11409, 3.82982, -1.82548], [-1.40617, 3.48109, -0.98369], [-0.57373, 5.02340, -0.67579], [-1.01609, -6.55618, -1.39963], [-2.31155, -5.94255, -0.86209], [-2.36381, -4.43274, -1.10618], [-1.17761, -3.75528, -0.59233], [0.07428, -4.28963, -1.12717], [0.20645, -5.79328, -0.88328], [-0.95082, -7.60810, -1.10967], [-1.02811, -6.50314, -2.49372], [-3.18133, -6.41435, -1.33073], [-2.37081, -6.12557, 0.21698], [-2.47508, -4.26472, -2.19598], [-3.24393, -4.00771, -0.60608], [-1.23358, -2.75036, -0.72850], [0.14396, -4.11052, -2.21820], [0.90550, -3.76089, -0.64391], [0.30576, -5.96521, 0.19453], [1.11848, -6.15862, -1.36638]], "lumo_energy_ev": -4.98, "orbital_gap_ev": 5.985, "homo_energy_ev": -10.97, "total_charge": 1, "spin_multiplicity": 1}



Version ii
{"formula": "C27H36N3O", "method": "ωB97M-V with the def2-TZVPD basis set", "elements": ["C", "N", "C", "O", "C", "C", "C", "C", "C", "C", "C", "C", "N", "C", "C", "C", "C", "C", "C", "C", "C", "C", "C", "C", "C", "C", "H", "H", "H", "H", "H", "H", "H", "H", "H", "H", "H", "H", "H", "H", "H", "H", "H", "H", "H", "H", "H", "H", "H", "H", "H", "H", "H", "C", "C", "C", "N", "C", "H", "H", "H", "H", "H", "H", "H", "H", "H"], "coordinates": [[2.50038, 4.54154, -0.49897], [2.25906, 3.12849, -0.63980], [3.29089, 2.24532, -0.85676], [4.45686, 2.54746, -1.02276], [2.66765, 0.84531, -0.86935], [3.28925, -0.08072, 0.20494], [4.77510, -0.32954, 0.01282], [5.66475, -0.07593, 1.06540], [7.03558, -0.19479, 0.83709], [7.50467, -0.65374, -0.39557], [6.60556, -0.97387, -1.41546], [5.23216, -0.83433, -1.20715], [1.25069, 1.12271, -0.64570], [0.42591, 0.01107, -0.51771], [-0.92395, 0.03954, -0.16025], [-1.90809, -1.01448, -0.15480], [-3.34716, -0.55637, -0.17953], [-4.35354, -1.37430, -0.69771], [-5.69086, -1.01108, -0.59912], [-6.07181, 0.27531, -0.16588], [-7.53560, 0.64458, -0.10912], [-5.03046, 1.17405, 0.15968], [-3.69430, 0.75418, 0.24926], [0.93052, 2.54850, -0.48354], [0.37552, 2.89711, 0.90065], [0.01534, 3.13963, -1.56313], [3.57011, 4.75485, -0.60447], [1.95141, 5.11930, -1.25806], [2.17048, 4.89618, 0.48954], [2.83116, 0.40206, -1.87443], [3.10497, 0.38313, 1.19332], [2.74528, -1.03847, 0.17175], [5.25893, 0.24055, 2.03419], [7.72419, 0.07708, 1.63089], [8.57074, -0.76934, -0.56057], [6.95240, -1.32617, -2.37996], [4.49886, -1.09232, -1.97934], [0.91460, -0.98718, -0.80192], [-1.32180, 1.03727, -0.07806], [-1.68873, -1.89628, -0.88194], [-4.15359, -2.28021, -1.27118], [-6.48953, -1.71442, -0.89826], [-7.65777, 1.69533, 0.05544], [-7.99619, 0.37142, -1.04249], [-8.03847, 0.10285, 0.67400], [-5.29567, 2.21429, 0.36896], [-2.97053, 1.49293, 0.58991], [1.12051, 2.68644, 1.67755], [0.13504, 3.96512, 0.92019], [-0.53312, 2.33890, 1.12154], [0.54493, 3.21309, -2.52137], [-0.89756, 2.55065, -1.68524], [-0.25927, 4.15537, -1.26254], [-2.35954, -4.54091, 1.17013], [-0.82753, -4.24234, 1.44051], [-0.59523, -2.77706, 1.21728], [-1.93944, -2.20008, 0.85842], [-3.00596, -3.25817, 0.75845], [-2.44678, -5.34623, 0.41487], [-2.85220, -4.89272, 2.09372], [-0.59684, -4.48809, 2.48997], [-0.22859, -4.90902, 0.79766], [-0.40640, -2.26934, 2.16580], [0.23089, -2.54615, 0.51095], [-2.23753, -1.64064, 1.69817], [-3.53389, -3.37572, -0.20207], [-3.71644, -2.92159, 1.51114]], "lumo_energy_ev": -2.78, "smiles": "Cc1ccc([C@@H](/C=C/N2[C@H](Cc3ccccc3)C(=O)N(C)C2(C)C)[NH+]2CCCC2)cc1", "orbital_gap_ev": 7.959, "homo_energy_ev": -10.74, "total_charge": 1, "spin_multiplicity": 1}



Most favorable first, least favorable last: version i, version ii